Entry 1:
Formula: C44H58ClF6I2N4O7SSiTl
Source: the Open Molecules 2025 dataset
Level of theory: ωB97M-V/def2-TZVPD

## Properties
HOMO level (Ha): -0.307
E_LUMO (eV): -1.78
Energy above the lowest of the compared OMol25 structures with the same formula, charge and spin (kcal per mole): 53.32

ORCA input file:
```
! wB97M-V def2-TZVPD RIJCOSX def2/J DEFGRID3
* xyz 0 1
Tl -1.166 0.367 0.190
O 0.143 -0.304 -2.237
H 0.846 -0.610 -1.653
H 0.324 0.639 -2.372
O -1.106 -1.071 2.916
H -1.986 -1.339 3.199
H -0.737 -0.547 3.641
O 0.318 2.999 2.686
N -0.526 3.132 1.981
I -2.597 2.308 2.740
I -1.286 1.839 5.225
C -4.686 4.480 1.175
C -4.212 3.280 0.353
O -3.019 2.704 0.776
C -5.344 2.212 0.348
F -5.335 1.553 1.528
F -6.562 2.762 0.224
F -5.210 1.301 -0.614
C -3.958 3.733 -1.102
F -3.187 4.823 -1.119
F -3.351 2.792 -1.829
F -5.115 4.045 -1.717
H -5.089 4.143 2.129
H -5.463 5.026 0.644
H -3.842 5.143 1.360
C 0.149 -7.346 2.823
C 0.909 -6.259 3.599
C 2.381 -6.687 3.677
C 0.348 -6.212 5.027
C 0.714 -4.869 2.902
O -0.660 -4.700 2.526
C 1.061 -3.643 3.766
C 2.525 -3.364 4.147
C 2.706 -1.885 4.402
C 1.941 -1.227 5.363
C 2.042 0.143 5.546
C 2.930 0.866 4.765
Cl 3.056 2.583 4.973
C 3.716 0.232 3.818
C 3.596 -1.138 3.640
C 1.444 -4.842 1.544
N 1.514 -3.506 0.985
C 0.524 -2.680 0.630
N 1.028 -1.508 0.289
C 2.365 -1.685 0.427
N 2.701 -2.878 0.858
H 0.228 -8.293 3.358
H 0.568 -7.492 1.826
H -0.905 -7.097 2.715
H 2.462 -7.550 4.341
H 3.023 -5.903 4.074
H 2.766 -6.992 2.704
H 0.333 -7.220 5.442
H -0.676 -5.833 5.055
H 0.967 -5.594 5.680
H -1.180 -4.543 3.322
H 0.462 -3.692 4.678
H 0.684 -2.781 3.215
H 3.201 -3.659 3.345
H 2.797 -3.925 5.045
H 1.245 -1.787 5.977
H 1.424 0.648 6.277
H 4.409 0.803 3.217
H 4.193 -1.633 2.886
H 0.887 -5.484 0.863
H 2.469 -5.187 1.619
H -0.521 -2.940 0.665
H 3.085 -0.906 0.227
C -5.786 -1.882 -2.605
C -5.199 -1.438 -3.946
C -4.265 -0.238 -3.838
S -2.675 -0.422 -2.945
O -3.026 -0.751 -1.517
C -2.101 -2.000 -3.644
C -1.818 -1.950 -5.142
C -0.807 -0.864 -5.517
H -6.401 -2.773 -2.731
H -6.411 -1.091 -2.187
H -4.999 -2.095 -1.885
H -6.017 -1.154 -4.613
H -4.684 -2.272 -4.426
H -4.744 0.578 -3.293
H -3.978 0.132 -4.827
H -2.840 -2.753 -3.369
H -1.184 -2.178 -3.080
H -2.752 -1.795 -5.689
H -1.430 -2.925 -5.447
H -1.192 0.132 -5.295
H -0.563 -0.902 -6.578
H 0.111 -0.985 -4.941
O 0.450 2.119 -0.591
Si 1.393 3.059 -1.430
C 1.770 2.398 -3.178
C 2.841 1.525 -3.389
C 3.103 0.986 -4.640
C 2.296 1.319 -5.720
C 1.219 2.173 -5.534
C 0.960 2.700 -4.275
C 3.111 3.293 -0.642
C 4.126 3.983 -1.305
C 5.392 4.102 -0.747
C 5.658 3.537 0.493
C 4.657 2.857 1.171
C 3.393 2.732 0.602
C 0.722 4.824 -1.660
C -0.240 5.292 -0.766
C -0.792 6.559 -0.903
C -0.390 7.381 -1.945
C 0.564 6.931 -2.846
C 1.115 5.664 -2.702
H 3.490 1.273 -2.555
H 3.938 0.309 -4.775
H 2.512 0.921 -6.704
H 0.582 2.430 -6.372
H 0.115 3.369 -4.142
H 3.929 4.434 -2.272
H 6.167 4.640 -1.278
H 6.644 3.631 0.932
H 4.857 2.436 2.149
H 2.611 2.194 1.130
H -0.564 4.640 0.037
H -1.543 6.904 -0.201
H -0.822 8.367 -2.059
H 0.877 7.569 -3.664
H 1.857 5.327 -3.418
*
```

Entry 2:
Formula: H36O18Rb
Source: the Open Molecules 2025 dataset
Level of theory: ωB97M-V/def2-TZVPD

## Properties
HOMO level (Ha): -0.481
E_LUMO (eV): -3.19
Energy above the lowest of the compared OMol25 structures with the same formula, charge and spin (kcal per mole): 43.38

ORCA input file:
```
! wB97M-V def2-TZVPD RIJCOSX def2/J DEFGRID3
* xyz 1 1
Rb -0.649 0.186 -0.243
O 4.064 0.905 0.649
H 4.565 1.584 0.198
H 4.354 0.958 1.560
O 0.380 -1.270 -3.295
H 0.654 -2.164 -3.093
H 0.927 -1.014 -4.038
O 0.277 4.127 -1.380
H 0.055 3.540 -2.103
H 0.411 4.979 -1.794
O -0.711 2.680 3.763
H -0.602 3.095 2.908
H -0.829 1.751 3.567
O -1.726 -1.323 2.408
H -1.772 -2.252 2.183
H -0.887 -1.226 2.860
O 2.474 -2.399 2.310
H 2.276 -3.322 2.151
H 2.726 -2.362 3.232
O -3.628 0.475 1.284
H -3.909 -0.184 0.649
H -2.848 0.099 1.690
O -3.427 -3.661 0.530
H -3.726 -3.992 -0.317
H -2.475 -3.755 0.502
O -0.383 -2.760 -0.312
H -0.310 -3.365 0.426
H -0.562 -3.322 -1.066
O 0.629 2.351 -3.666
H 0.266 2.094 -4.514
H 1.275 1.673 -3.466
O 2.760 -1.576 -0.209
H 2.411 -1.865 0.634
H 3.140 -0.716 -0.029
O 1.540 1.529 0.812
H 1.512 2.331 1.334
H 2.472 1.330 0.727
O -2.258 -1.186 -4.432
H -2.799 -0.719 -3.796
H -1.436 -1.354 -3.971
O 3.232 4.114 -1.816
H 3.529 3.647 -2.597
H 2.321 3.842 -1.706
O 0.667 -0.089 2.886
H 1.182 0.700 2.719
H 1.253 -0.810 2.655
O -1.010 3.341 1.024
H -1.662 3.989 1.292
H -0.596 3.723 0.250
O -0.912 -4.125 2.243
H 0.031 -4.220 2.114
H -1.234 -5.023 2.327
O -3.388 0.084 -2.081
H -3.451 0.991 -2.380
H -4.194 -0.063 -1.586
*
```

Entry 3:
Formula: C22H18N4OPdS2
Source: the Open Molecules 2025 dataset
Level of theory: ωB97M-V/def2-TZVPD

## Properties
HOMO level (spin up / spin down) (Ha): -0.534 / -0.542
E_LUMO (spin up / spin down) (eV): -6.54 / -9.42

ORCA input file:
```
! wB97M-V def2-TZVPD RIJCOSX def2/J DEFGRID3
* xyz 2 5
Pd -0.088 0.146 -0.015
C 1.367 0.688 4.202
C 1.318 0.249 2.773
N 0.267 0.469 2.046
N -0.811 1.076 2.702
C -1.932 0.918 2.094
S -2.377 0.087 0.644
S -3.442 1.526 2.861
C -3.532 3.240 2.278
C -2.738 3.898 3.348
C -1.385 4.213 3.141
C -0.680 4.855 4.133
C -1.301 5.155 5.351
C -2.633 4.823 5.574
C -3.352 4.191 4.582
C 2.484 -0.492 2.237
C 3.433 -0.946 3.137
C 4.559 -1.691 2.751
C 4.783 -2.006 1.412
C 3.879 -1.587 0.477
C 2.700 -0.838 0.834
O 1.936 -0.532 -0.124
H 0.624 1.455 4.393
H 2.355 1.066 4.448
H 1.149 -0.159 4.855
H -4.592 3.486 2.309
H -3.159 3.347 1.264
H -0.918 3.990 2.188
H 0.348 5.142 3.969
H -0.740 5.662 6.124
H -3.105 5.067 6.514
H -4.393 3.947 4.739
H 3.329 -0.752 4.192
H 5.249 -2.018 3.514
H 5.654 -2.577 1.125
H 3.988 -1.808 -0.576
N -2.714 5.730 -0.609
C -1.770 5.118 -0.825
C -0.602 4.302 -0.956
C 0.675 4.830 -1.134
C 1.750 3.957 -1.141
C 1.525 2.606 -0.938
N 0.294 2.104 -0.786
C -0.754 2.929 -0.815
H 0.814 5.895 -1.258
H 2.757 4.318 -1.284
H 2.338 1.891 -0.911
H -1.734 2.481 -0.706
*
```

Entry 4:
Formula: C18H23N3O5S2
Source: the Open Molecules 2025 dataset
Level of theory: ωB97M-V/def2-TZVPD

## Properties
HOMO level (Ha): -0.314
Structure (SMILES): CCOC(=O)CSc1nc2ccsc2c(=O)n1C1CCN(C(=O)OCC)CC1
E_LUMO (eV): 0.35
Energy above the lowest of the compared OMol25 structures with the same formula, charge and spin (kcal per mole): 2.92

ORCA input file:
```
! wB97M-V def2-TZVPD RIJCOSX def2/J DEFGRID3
* xyz 0 1
C -7.292 -1.020 0.500
C -5.893 -1.194 1.058
O -5.062 -1.748 0.032
C -3.805 -2.002 0.374
O -3.350 -1.855 1.477
C -3.049 -2.598 -0.801
S -1.312 -2.099 -0.725
C -1.561 -0.374 -0.517
N -2.788 0.015 -0.621
C -3.048 1.331 -0.433
C -4.316 1.958 -0.497
C -4.224 3.289 -0.252
S -2.620 3.834 0.058
C -2.026 2.226 -0.143
C -0.658 1.817 -0.046
O 0.292 2.535 0.183
N -0.493 0.427 -0.261
C 0.860 -0.126 -0.182
C 1.751 0.450 -1.288
C 3.174 -0.063 -1.115
N 3.685 0.306 0.190
C 4.934 -0.025 0.577
O 5.400 0.199 1.671
O 5.607 -0.645 -0.426
C 6.967 -0.967 -0.147
C 7.882 0.235 -0.341
C 2.766 0.900 1.137
C 1.484 0.075 1.214
H -7.699 -1.982 0.201
H -7.934 -0.582 1.258
H -7.272 -0.368 -0.369
H -5.463 -0.237 1.375
H -5.887 -1.870 1.920
H -3.046 -3.687 -0.730
H -3.492 -2.278 -1.742
H -5.226 1.433 -0.718
H -5.024 4.004 -0.235
H 0.757 -1.200 -0.367
H 1.741 1.538 -1.241
H 1.370 0.141 -2.263
H 3.823 0.357 -1.890
H 3.193 -1.156 -1.222
H 7.044 -1.333 0.882
H 7.214 -1.768 -0.848
H 7.622 1.011 0.374
H 7.777 0.630 -1.348
H 8.914 -0.062 -0.180
H 2.526 1.926 0.844
H 3.269 0.920 2.105
H 0.779 0.580 1.873
H 1.708 -0.900 1.647
*
```

Entry 5:
Formula: C5H9NO
Source: the Open Molecules 2025 dataset
Level of theory: ωB97M-V/def2-TZVPD

## Properties
HOMO level (Ha): -0.359
Structure (SMILES): CC(C)=O.CC#N
E_LUMO (eV): 0.91
Energy above the lowest of the compared OMol25 structures with the same formula, charge and spin (kcal per mole): 21.02

ORCA input file:
```
! wB97M-V def2-TZVPD RIJCOSX def2/J DEFGRID3
* xyz 0 1
C -1.663 -0.741 -1.283
C -0.298 -0.883 -0.653
C -0.256 -1.395 0.770
O 0.715 -0.577 -1.255
H -2.270 -1.638 -1.120
H -1.558 -0.543 -2.351
H -2.174 0.104 -0.806
H -0.873 -0.756 1.412
H 0.775 -1.402 1.135
H -0.665 -2.411 0.816
C 1.818 1.780 0.432
C 0.378 1.901 0.653
N -0.765 1.959 0.825
H 2.170 2.598 -0.200
H 2.346 1.811 1.389
H 2.015 0.829 -0.073
*
```

Entry 6:
Formula: C35H92N4O13
Source: the Open Molecules 2025 dataset
Level of theory: ωB97M-V/def2-TZVPD

## Properties
HOMO level (Ha): -0.315
Structure (SMILES): COCCNCCOC.COCCNCCOC.COCCNCCOC.COCCNCCOC.CC(C)O.CC(C)O.CC(C)O.CO.CO
E_LUMO (eV): 0.00
Energy above the lowest of the compared OMol25 structures with the same formula, charge and spin (kcal per mole): 115.25

ORCA input file:
```
! wB97M-V def2-TZVPD RIJCOSX def2/J DEFGRID3
* xyz 0 1
C -5.089 3.843 -1.493
O -5.433 2.504 -1.977
C -5.103 2.122 -3.342
C -6.069 2.846 -4.341
N -7.420 2.410 -3.864
C -8.509 3.337 -4.135
C -9.145 2.982 -5.573
O -9.959 4.039 -6.079
C -10.490 3.792 -7.398
H -5.350 4.536 -2.294
H -4.011 3.884 -1.338
H -5.646 3.994 -0.568
H -5.232 1.047 -3.468
H -4.034 2.150 -3.554
H -5.733 2.594 -5.347
H -5.932 3.921 -4.216
H -7.371 1.988 -2.947
H -8.172 4.355 -3.940
H -9.140 2.985 -3.319
H -9.826 2.136 -5.486
H -8.400 2.656 -6.298
H -11.253 3.043 -7.608
H -9.665 3.614 -8.088
H -10.878 4.763 -7.706
C 1.863 -2.477 4.655
O 1.485 -1.549 5.704
C 0.214 -1.950 6.336
C -1.033 -1.552 5.490
N -2.125 -1.360 6.318
C -3.230 -0.773 5.444
C -4.495 -0.783 6.283
O -4.853 -2.120 6.480
C -5.424 -2.466 7.778
H 2.168 -3.424 5.100
H 2.624 -2.010 4.029
H 1.027 -2.551 3.959
H 0.187 -1.540 7.346
H 0.102 -3.003 6.596
H -1.201 -2.286 4.701
H -1.017 -0.546 5.071
H -2.472 -2.221 6.716
H -3.343 -1.414 4.570
H -3.090 0.286 5.227
H -5.385 -0.222 5.996
H -4.192 -0.243 7.180
H -6.506 -2.397 7.885
H -5.055 -1.892 8.628
H -4.997 -3.443 8.006
C 0.502 4.336 5.039
O 1.790 4.990 4.795
C 1.971 6.344 5.225
C 2.731 6.344 6.582
N 1.950 5.947 7.783
C 2.787 5.748 8.890
C 2.006 5.413 10.205
O 1.684 4.079 10.260
C 0.859 3.645 11.413
H -0.433 4.850 4.817
H 0.433 4.045 6.088
H 0.449 3.425 4.443
H 0.999 6.821 5.356
H 2.507 6.933 4.482
H 3.322 7.205 6.895
H 3.490 5.566 6.495
H 1.469 5.098 7.521
H 3.348 6.637 9.178
H 3.494 4.923 8.981
H 1.094 6.009 10.246
H 2.672 5.533 11.059
H 0.027 4.318 11.211
H 1.364 3.780 12.369
H 0.490 2.620 11.372
C 5.935 -9.520 -8.663
O 6.425 -8.298 -8.011
C 5.913 -7.914 -6.731
C 6.052 -9.030 -5.681
N 5.612 -8.633 -4.312
C 4.245 -8.130 -4.216
C 3.953 -7.714 -2.714
O 5.017 -6.736 -2.456
C 4.614 -5.873 -1.414
H 5.473 -10.165 -7.916
H 6.792 -10.178 -8.804
H 5.508 -9.345 -9.651
H 4.842 -7.852 -6.925
H 6.240 -6.971 -6.295
H 7.130 -9.185 -5.691
H 5.714 -10.007 -6.028
H 6.089 -7.820 -3.949
H 3.454 -8.855 -4.412
H 4.113 -7.347 -4.963
H 3.895 -8.575 -2.047
H 2.963 -7.262 -2.656
H 5.385 -5.110 -1.312
H 4.635 -6.404 -0.462
H 3.678 -5.324 -1.518
C 0.538 6.398 -3.256
C 1.358 5.081 -3.180
C 1.548 4.373 -4.464
O 2.508 5.494 -2.647
H 0.926 7.153 -3.940
H 0.286 6.862 -2.302
H -0.435 6.059 -3.611
H 0.899 4.448 -2.420
H 1.824 5.141 -5.186
H 0.544 4.045 -4.733
H 2.184 3.491 -4.388
H 2.663 4.981 -1.850
C -1.518 -2.900 -6.369
C -0.272 -2.159 -5.963
C 0.923 -3.055 -5.581
O 0.200 -1.476 -7.178
H -2.300 -2.228 -6.723
H -1.919 -3.376 -5.475
H -1.295 -3.677 -7.100
H -0.405 -1.390 -5.202
H 0.748 -3.963 -5.004
H 1.661 -2.558 -4.951
H 1.364 -3.500 -6.473
H 1.033 -1.151 -6.827
C 5.871 2.115 -0.316
C 5.449 2.772 1.016
C 6.295 4.058 1.298
O 4.131 3.176 0.877
H 6.870 1.701 -0.175
H 5.729 2.751 -1.189
H 5.277 1.202 -0.356
H 5.459 2.099 1.874
H 7.347 3.883 1.521
H 5.807 4.587 2.117
H 6.238 4.820 0.521
H 3.923 3.694 1.659
C -3.132 -5.469 -1.325
O -4.439 -5.732 -1.737
H -2.511 -6.249 -1.766
H -2.752 -4.539 -1.748
H -2.930 -5.390 -0.257
H -4.672 -6.629 -1.489
C -0.107 -0.250 -0.342
O 1.040 -0.524 0.415
H -0.900 0.126 0.305
H -0.008 0.590 -1.030
H -0.495 -1.176 -0.767
H 1.373 0.324 0.718
*
```

Entry 7:
Formula: C12H19N2
Source: the Open Molecules 2025 dataset
Level of theory: ωB97M-V/def2-TZVPD

## Properties
HOMO level (Ha): -0.457
Structure (SMILES): CC(C)(C)[C@H](C(N)=[NH2+])c1ccccc1
E_LUMO (eV): -3.17
Energy above the lowest of the compared OMol25 structures with the same formula, charge and spin (kcal per mole): 45.64

ORCA input file:
```
! wB97M-V def2-TZVPD RIJCOSX def2/J DEFGRID3
* xyz 1 1
C 2.128 1.706 -0.511
C 1.131 0.913 0.286
C 1.824 0.014 1.311
C 0.188 1.980 1.113
C 0.329 -0.066 -0.630
C -0.355 0.654 -1.933
N -1.717 0.709 -1.955
N 0.388 1.353 -2.748
C -0.515 -1.051 0.091
C -1.667 -0.603 0.747
C -2.489 -1.523 1.363
C -2.105 -2.851 1.397
C -0.880 -3.309 0.819
C -0.128 -2.386 0.135
H 1.671 2.564 -1.023
H 2.974 1.957 0.142
H 2.604 1.110 -1.288
H 1.050 -0.205 2.007
H 2.254 -0.827 0.729
H 2.553 0.657 1.741
H -0.597 2.302 0.444
H 0.784 2.928 1.247
H -0.186 1.512 2.154
H 1.095 -0.868 -0.981
H -2.308 0.185 -1.362
H -2.216 1.367 -2.517
H 1.446 1.271 -2.560
H 0.228 1.845 -3.598
H -1.823 0.484 0.754
H -3.341 -1.190 1.941
H -2.553 -3.584 2.135
H -0.592 -4.328 0.657
H 0.827 -2.718 -0.107
*
```

Entry 8:
Formula: CH5N3O
Source: the Open Molecules 2025 dataset
Level of theory: ωB97M-V/def2-TZVPD

## Properties
HOMO level (spin up / spin down) (Ha): -0.335 / -0.335
Structure (SMILES): CN(N)N=O
E_LUMO (spin up / spin down) (eV): 0.55 / 0.55
Energy above the lowest of the compared OMol25 structures with the same formula, charge and spin (kcal per mole): 106.38

ORCA input file:
```
! wB97M-V def2-TZVPD RIJCOSX def2/J DEFGRID3
* xyz 0 1
C -0.068 -1.092 -0.001
N 0.113 0.422 0.046
N -0.929 1.199 -0.386
N 1.316 0.854 0.340
O 2.240 -0.279 0.417
H 0.597 -1.499 0.778
H -1.117 -1.296 0.018
H 0.440 -1.562 -0.832
H -1.766 1.079 0.090
H -0.824 2.176 -0.470
*
```

| no. | largest force on an atom (eV/Å) |
| --- | --- |
| 1 | 1.5 |
| 2 | 0.9 |
| 3 | 0.7 |
| 4 | 1.2 |
| 5 | 1.2 |
| 6 | 4.9 |
| 7 | 3.8 |
| 8 | 6.7 |